# C29H45FP2Pr

C29H45FP2Pr as an isolated structure (wB97M-V/def2-TZVPD, the Open Molecules 2025 dataset).

Output
Spin multiplicity: 3
LUMO level (alpha / beta) in eV: -2.9 / -2.8
Energy above the lowest of the compared OMol25 structures with the same formula, charge and spin in kJ/mol: 14.16
Expectation value of S²: 2.03
Charge: +1
E_tot in Eh: -2431.13559
Kohn-Sham gap (alpha / beta) in Ha: 0.197 / 0.199

XYZ file:
```
78
Properties=species:S:1:pos:R:3:forces:R:3:mulliken_charge:R:1
Pr 1.970 -0.920 0.221 -1.7644 -0.6246 1.8362 0.49
P 1.080 -0.830 -2.482 -1.7296 -0.6938 3.3967 1.63
P -0.658 0.969 -4.057 -1.7531 -0.3295 -0.4992 1.06
F 3.550 3.451 4.498 -0.4237 -0.6754 -0.9364 -0.34
C -2.453 -0.363 2.955 -0.7182 0.3311 -0.1331 -1.44
C 3.264 0.764 2.031 -0.3389 1.8147 0.7164 -1.22
C 0.992 -1.677 3.512 -0.6615 0.6214 -0.6875 0.73
C 0.586 -2.449 2.376 0.4606 0.6103 -0.4225 -0.21
C 2.283 -1.774 4.221 0.4939 -0.0621 0.3208 -1.59
C 1.760 2.933 3.021 -0.3296 -0.3846 -0.4484 -0.79
C -1.783 0.107 -2.889 0.3929 -0.2483 1.4518 -0.06
C -0.817 -0.327 -1.776 0.8922 -0.5828 -0.7742 -0.68
C -1.137 -1.032 2.944 1.0631 -0.8112 -0.2591 0.78
C 0.015 0.256 4.876 -0.0375 0.3411 0.4332 -1.70
C 1.383 -3.532 1.720 -0.5372 -0.4359 0.8558 -0.65
C 2.992 -0.874 -2.270 1.4476 0.2058 -1.9578 -1.77
C -0.052 -0.783 3.826 0.1290 -0.9086 -0.7604 0.31
C -0.308 0.688 -0.711 -0.5474 -0.0212 -0.5324 0.53
C 0.736 -2.282 -3.507 0.4833 -0.4405 -0.2346 -1.43
C -0.759 -2.076 2.063 0.6121 1.0271 0.1217 1.09
C 3.814 1.602 3.035 0.0464 -0.6071 -0.4189 -0.48
C -1.004 2.730 -4.134 0.3619 0.6545 -0.6161 -1.38
C 1.220 2.084 2.039 0.4803 0.8990 0.7049 -0.10
C -3.164 1.523 0.118 0.2523 0.7274 0.4815 -0.46
C -1.608 -2.736 1.045 -0.4101 -0.3894 -0.4806 -1.20
C -2.023 2.217 0.208 -1.1632 0.8706 0.4925 -0.44
C 3.037 2.653 3.501 0.3955 0.3070 0.4799 0.30
C -3.478 0.450 -0.881 -0.7081 -0.3155 -0.3697 -0.56
C -0.924 2.109 -0.776 0.9428 -0.3442 0.2302 -1.40
C 1.981 1.040 1.537 0.5500 -1.4539 -0.7971 1.47
C -3.101 0.739 -2.357 -0.6088 0.3162 -0.9322 -1.19
C 1.049 0.547 -3.707 0.5963 0.8840 -0.0929 -1.75
C -1.103 0.238 -5.660 0.2765 0.3481 -0.2160 -1.43
H -1.138 -1.278 -1.314 0.1066 0.6272 -0.2931 -0.19
H -1.263 -2.546 0.015 -0.1781 -0.2203 0.1620 0.10
H 1.562 0.224 -4.634 -0.3113 0.1995 0.3738 0.74
H 1.426 -3.084 -3.207 -0.2492 0.1075 -0.2419 0.44
H 2.057 -4.013 2.443 -0.0649 0.0604 -0.2909 0.39
H 3.899 -0.065 1.651 -0.1479 0.2359 0.2034 0.23
H -2.517 0.368 3.767 -0.0920 -0.1264 -0.1392 0.30
H -0.295 -2.632 -3.363 0.2950 0.1817 0.0537 0.31
H 0.900 -2.066 -4.572 -0.0129 -0.2185 0.1936 0.43
H 0.721 -4.309 1.313 0.2989 0.1399 -0.1196 0.29
H 3.347 -0.536 -3.253 0.6901 -0.2720 0.3935 0.62
H -1.860 2.939 1.038 -0.4317 -0.5393 -0.6622 0.39
H -0.215 3.312 -3.636 -0.3143 -0.1553 -0.1288 0.48
H 1.587 1.438 -3.336 -0.2258 -0.2840 -0.0783 0.48
H 2.705 -2.781 4.114 0.0869 0.1666 0.1398 0.37
H 0.200 2.251 1.682 0.3688 -0.0176 0.1916 0.06
H -1.983 2.992 -3.710 0.3425 -0.2560 -0.0689 0.42
H -1.613 -3.832 1.168 -0.1535 0.2554 -0.0452 0.47
H -0.687 -0.778 -5.731 -0.1890 0.3166 0.0437 0.40
H 0.496 -0.140 5.781 -0.1294 0.2284 -0.1015 0.38
H -0.135 2.849 -0.558 -0.3124 -0.2399 0.0061 0.57
H 1.190 3.779 3.405 0.2440 -0.2368 0.0531 0.41
H 0.790 0.913 -0.803 -0.2263 -0.3015 -0.3429 0.34
H 3.320 -1.913 -2.096 0.2698 0.3187 0.0202 0.46
H -3.154 1.822 -2.523 0.0901 -0.1284 0.1321 0.17
H 2.056 -3.231 0.879 0.2468 -0.2052 -0.2884 -0.06
H 4.814 1.418 3.429 -0.3192 0.1959 0.0435 0.48
H -3.971 1.755 0.827 0.5237 -0.2934 -0.1147 0.53
H -0.428 0.251 0.311 -0.1139 0.3733 -0.3873 -0.59
H -2.200 0.193 -5.755 0.4048 0.0779 0.0431 0.39
H -3.904 0.347 -3.001 0.1293 0.0773 0.2754 0.58
H 2.151 -1.574 5.297 0.1771 -0.0816 -0.3332 0.40
H -2.074 -0.780 -3.492 0.3669 0.2563 0.5184 0.99
H -3.076 -0.526 -0.550 -0.0652 0.4071 -0.0967 -0.10
H -1.024 3.008 -5.199 0.0859 0.0614 0.3439 0.45
H 0.589 1.136 4.543 -0.1083 -0.2130 0.1938 0.06
H -2.631 0.183 2.016 -0.0463 -0.1477 0.3361 0.03
H -3.283 -1.077 3.077 0.1454 0.1763 0.0330 0.32
H -1.258 2.330 -1.796 0.0117 -0.0942 0.3885 -0.05
H -0.989 0.604 5.143 0.2219 -0.0136 0.1136 0.46
H 3.436 -0.155 -1.529 -0.1631 -0.3844 -0.7251 0.47
H -0.684 0.862 -6.464 -0.1597 -0.3220 0.1049 0.49
H 3.020 -1.050 3.838 0.0010 -0.1749 0.2735 0.10
H -2.647 -2.380 1.103 0.2212 -0.1605 -0.0237 0.32
H -4.578 0.322 -0.857 0.5409 -0.0066 -0.1055 0.57
```
Positions in Å, forces in eV/Å.